(1)
{
  "formula": "C8H18NO2Si",
  "method": "the ωB97M-V functional and the def2-TZVPD basis",
  "homo_ev": -4.43,
  "fmax_ha_per_bohr": 0.077,
  "charge": -1,
  "gap_ha": 0.295,
  "energy_ev": -22051.933,
  "relative_energy_kcal_mol": 16.9,
  "symbols": ["C", "C", "C", "C", "C", "C", "C", "C", "N", "O", "O", "Si", "H", "H", "H", "H", "H", "H", "H", "H", "H", "H", "H", "H", "H", "H", "H", "H", "H", "H"],
  "coordinates": [[-0.072, -1.846, 0.434], [2.130, 1.742, -0.380], [2.725, 0.099, 1.303], [3.671, -0.196, -1.024], [-1.950, 1.609, -0.964], [-2.579, 0.217, 1.715], [-3.266, -1.159, -0.994], [2.923, 0.517, -0.130], [-0.534, -0.955, -0.399], [-0.407, -2.252, 1.537], [1.031, -2.595, -0.138], [-1.962, -0.107, -0.068], [1.530, 1.720, 0.519], [2.717, 2.654, -0.467], [1.525, 1.676, -1.293], [3.451, -0.567, 1.625], [1.590, -0.221, 1.305], [2.731, 0.919, 1.963], [3.711, 0.123, -2.059], [3.940, -1.158, -0.713], [0.687, -2.788, -1.015], [-2.014, 2.454, -0.289], [-0.860, 1.702, -1.231], [-2.421, 1.695, -1.883], [-2.652, 1.295, 1.786], [-3.476, -0.263, 2.050], [-1.704, -0.065, 2.354], [-4.367, -0.698, -0.898], [-2.978, -1.339, -2.031], [-3.120, -2.214, -0.614]],
  "forces_ev_per_angstrom": [[0.736, -1.337, -0.836], [-0.197, 0.034, -0.753], [-3.080, -0.269, -1.889], [-2.181, 2.315, 1.165], [3.387, -0.769, 1.869], [2.230, 0.171, -0.240], [-1.344, -0.014, 0.719], [1.829, -1.046, -0.818], [0.051, 1.005, 0.412], [-0.232, 0.431, 0.940], [-0.407, -0.137, 0.238], [-1.415, -0.166, -1.094], [-0.859, 1.113, -0.317], [0.156, 0.112, 0.306], [-0.043, -0.088, 0.326], [0.838, -1.894, 0.668], [2.271, -0.178, 0.419], [0.234, 1.362, 0.723], [0.115, -0.209, 0.030], [0.912, -1.259, 0.113], [0.391, 0.303, -0.265], [-0.834, 0.301, 0.020], [-0.634, -0.267, 0.006], [-1.464, 0.282, -1.486], [-0.375, 0.330, 0.207], [-0.418, -0.351, 0.083], [-0.868, -0.040, -0.233], [2.211, -1.445, -0.279], [-0.172, 0.684, -0.275], [-0.838, 1.025, 0.242]],
  "lowdin_charge": [-0.79, -0.09, -0.07, 0.03, -0.18, -0.18, -0.23, -0.42, -0.03, -0.03, -0.05, 0.40, 0.06, 0.08, 0.07, 0.05, 0.12, 0.05, 0.05, 0.03, 0.06, 0.00, 0.00, -0.02, -0.01, 0.00, 0.03, 0.05, -0.01, 0.02]
}


(2)
{
  "formula": "C6H11N3O2",
  "method": "the ωB97M-V functional and the def2-TZVPD basis",
  "homo_ev": -7.17,
  "fmax_ha_per_bohr": 0.076,
  "charge": 0,
  "gap_ha": 0.270,
  "energy_ev": -14960.024,
  "smiles": "CN1C=CN(C)C1(C)[N+](=O)[O-]",
  "relative_energy_kcal_mol": 110.5,
  "symbols": ["C", "N", "C", "C", "N", "C", "C", "C", "N", "O", "O", "H", "H", "H", "H", "H", "H", "H", "H", "H", "H", "H"],
  "coordinates": [[2.376, -0.889, -0.541], [0.971, -1.032, -0.036], [0.048, -1.847, -0.742], [-1.209, -1.280, -0.698], [-1.242, 0.040, -0.251], [-2.276, 1.027, -0.230], [-0.023, 0.315, 0.370], [0.012, 0.465, 1.848], [0.630, 1.427, -0.352], [1.395, 2.139, 0.255], [0.388, 1.533, -1.558], [2.763, -1.857, -0.546], [2.476, -0.735, -1.671], [2.969, -0.355, 0.183], [0.525, -2.734, -1.210], [-2.135, -1.789, -1.077], [-2.415, 1.619, -1.188], [-3.158, 0.514, 0.036], [-2.006, 1.681, 0.542], [-0.446, -0.419, 2.378], [-0.658, 1.428, 2.229], [1.015, 0.750, 2.259]],
  "forces_ev_per_angstrom": [[-2.083, 0.178, -1.330], [-1.225, 2.045, 0.575], [-0.521, 1.341, 0.353], [0.021, -2.272, -1.903], [1.177, -1.342, 0.506], [0.231, -0.271, -1.999], [2.310, -2.647, -0.831], [-1.288, 2.423, 2.773], [0.268, 1.348, -1.839], [0.344, 0.166, 0.248], [0.253, -0.164, 1.261], [0.567, -2.060, 0.654], [-0.215, 1.219, 1.452], [0.158, 0.752, -0.381], [-1.225, 0.508, 0.434], [1.068, 0.811, 0.474], [0.267, -0.798, 0.877], [-1.460, -0.192, 0.239], [-0.049, 1.221, 1.043], [0.745, 0.803, -0.840], [1.450, -2.333, -1.209], [-0.795, -0.736, -0.558]],
  "lowdin_charge": [-0.07, -0.06, -0.11, -0.08, -0.15, -0.03, -0.38, -0.02, -0.34, 0.08, 0.08, 0.05, 0.11, 0.08, 0.12, 0.12, 0.11, 0.08, 0.06, 0.11, 0.14, 0.09]
}


(3)
{
  "formula": "C42H90BN8O10S3",
  "method": "the ωB97M-V functional and the def2-TZVPD basis",
  "homo_ev": -9.78,
  "fmax_ha_per_bohr": 0.092,
  "charge": 1,
  "gap_ha": 0.273,
  "energy_ev": -110583.584,
  "symbols": ["C", "N", "C", "C", "C", "C", "C", "C", "C", "C", "C", "S", "C", "N", "N", "C", "O", "C", "B", "O", "O", "C", "C", "C", "C", "S", "C", "S", "N", "C", "C", "O", "C", "C", "C", "C", "O", "C", "O", "C", "H", "H", "H", "H", "H", "H", "H", "H", "H", "H", "H", "H", "H", "H", "H", "H", "H", "H", "H", "H", "H", "H", "H", "H", "H", "H", "H", "H", "H", "H", "H", "H", "H", "H", "H", "H", "H", "H", "H", "H", "H", "H", "H", "H", "H", "H", "C", "C", "C", "O", "C", "N", "H", "H", "H", "H", "H", "H", "H", "H", "H", "H", "H", "C", "C", "C", "O", "C", "N", "H", "H", "H", "H", "H", "H", "H", "H", "H", "H", "H", "C", "C", "C", "O", "C", "N", "H", "H", "H", "H", "H", "H", "H", "H", "H", "H", "H", "C", "C", "C", "O", "C", "N", "H", "H", "H", "H", "H", "H", "H", "H", "H", "H", "H"],
  "coordinates": [[8.734, 3.838, 0.052], [8.038, 3.091, 1.157], [7.878, 3.997, 2.344], [7.157, 3.263, 3.450], [6.820, 4.183, 4.633], [5.351, 4.599, 4.726], [4.729, 5.033, 3.415], [5.336, 6.285, 2.766], [5.155, 6.200, 1.254], [6.205, 6.955, 0.444], [5.805, 7.030, -1.043], [6.950, 6.086, -2.074], [6.457, 4.497, -1.605], [7.268, 3.470, -1.563], [6.497, 2.396, -1.099], [5.306, 2.871, -0.905], [5.192, 4.182, -1.195], [7.950, 2.014, 3.866], [9.273, 2.364, 4.674], [10.030, 3.453, 4.368], [9.701, 1.546, 5.708], [8.237, 1.059, 2.677], [6.960, 0.388, 2.151], [6.198, -0.446, 3.171], [5.012, -1.153, 2.510], [3.581, -1.351, 3.596], [3.186, 0.359, 3.945], [3.537, 0.927, 5.434], [2.640, 1.121, 2.928], [1.708, 0.326, 2.048], [0.916, 1.194, 1.083], [0.266, 2.230, 1.778], [1.270, 3.057, 2.297], [1.984, 2.349, 3.424], [9.330, 0.044, 3.059], [9.537, -1.127, 2.103], [8.627, -2.192, 2.408], [8.316, -2.917, 1.315], [7.220, -2.996, 0.903], [8.834, 1.887, 1.519], [9.246, 3.148, -0.603], [9.467, 4.495, 0.502], [8.008, 4.443, -0.476], [7.113, 2.807, 0.838], [7.306, 4.851, 1.989], [8.856, 4.359, 2.640], [6.215, 2.902, 3.027], [7.429, 5.085, 4.544], [7.096, 3.733, 5.583], [4.791, 3.735, 5.086], [5.213, 5.366, 5.483], [4.714, 4.205, 2.706], [3.680, 5.254, 3.606], [4.783, 7.148, 3.125], [6.388, 6.406, 3.011], [4.152, 6.514, 0.975], [5.228, 5.154, 0.958], [7.110, 6.353, 0.458], [6.406, 7.940, 0.850], [5.758, 8.037, -1.439], [4.818, 6.602, -1.182], [4.487, 2.283, -0.537], [7.299, 1.491, 4.566], [10.673, 3.599, 5.073], [8.995, 1.417, 6.351], [6.243, 1.147, 1.824], [7.179, -0.201, 1.261], [5.791, 0.204, 3.940], [6.840, -1.158, 3.674], [4.722, -0.603, 1.616], [5.284, -2.148, 2.178], [2.313, -0.346, 1.451], [1.029, -0.275, 2.645], [0.195, 0.558, 0.585], [1.608, 1.601, 0.340], [1.997, 3.315, 1.518], [0.837, 3.985, 2.658], [1.256, 2.115, 4.199], [2.723, 3.023, 3.835], [9.113, -0.388, 4.031], [10.299, 0.536, 3.102], [9.456, -0.813, 1.063], [10.559, -1.480, 2.231], [9.132, -3.476, 0.849], [8.861, 1.266, 0.627], [9.858, 2.181, 1.729], [-3.338, 1.513, -3.922], [-2.342, 0.357, -3.935], [-2.065, -0.252, -2.555], [-1.236, 0.523, -1.705], [-1.871, 1.612, -1.061], [-1.116, 0.795, -4.609], [-2.879, 2.446, -3.597], [-3.722, 1.684, -4.927], [-4.187, 1.300, -3.268], [-2.783, -0.442, -4.537], [-1.519, -1.188, -2.705], [-3.001, -0.506, -2.040], [-2.901, 1.377, -0.777], [-1.859, 2.509, -1.685], [-1.308, 1.834, -0.158], [-0.501, -0.002, -4.745], [-0.609, 1.401, -3.969], [-7.991, -3.122, -2.985], [-7.602, -2.569, -1.618], [-6.384, -1.637, -1.633], [-5.131, -2.278, -1.797], [-4.813, -2.664, -3.119], [-7.432, -3.692, -0.694], [-7.355, -3.952, -3.293], [-9.011, -3.503, -2.955], [-7.944, -2.347, -3.754], [-8.443, -1.967, -1.259], [-6.324, -1.145, -0.659], [-6.503, -0.848, -2.388], [-5.177, -1.934, -3.849], [-5.210, -3.654, -3.355], [-3.725, -2.718, -3.186], [-7.306, -3.344, 0.253], [-6.549, -4.145, -0.915], [-14.410, -3.526, -4.781], [-13.972, -2.964, -3.432], [-12.727, -2.069, -3.488], [-11.500, -2.750, -3.659], [-11.229, -3.177, -4.983], [-13.814, -4.072, -2.485], [-13.804, -4.379, -5.084], [-15.440, -3.875, -4.721], [-14.355, -2.769, -5.565], [-14.786, -2.331, -3.067], [-12.637, -1.562, -2.524], [-12.837, -1.289, -4.254], [-11.596, -2.460, -5.723], [-11.665, -4.161, -5.170], [-10.148, -3.268, -5.086], [-13.658, -3.702, -1.552], [-12.949, -4.555, -2.714], [-9.025, -8.969, -0.515], [-9.977, -8.155, -1.386], [-9.431, -7.823, -2.781], [-8.448, -6.810, -2.806], [-7.143, -7.205, -2.440], [-10.382, -6.953, -0.651], [-8.247, -8.349, -0.071], [-9.574, -9.425, 0.308], [-8.546, -9.768, -1.085], [-10.871, -8.765, -1.545], [-10.259, -7.431, -3.378], [-9.063, -8.725, -3.290], [-6.907, -8.209, -2.808], [-7.004, -7.164, -1.358], [-6.452, -6.492, -2.893], [-11.118, -6.476, -1.164], [-9.604, -6.297, -0.661]],
  "forces_ev_per_angstrom": [[1.498, 1.054, 1.923], [1.322, 0.767, 0.370], [-0.564, 0.147, -0.288], [-0.115, -0.574, 0.103], [0.116, 0.689, -0.229], [-0.130, -0.650, -0.029], [-0.207, 0.584, 0.275], [-0.499, -0.513, -0.353], [0.292, 0.210, -0.003], [-0.465, -0.262, -0.422], [-0.164, -0.123, 0.438], [-0.185, -0.021, -0.471], [-0.074, -0.957, -0.887], [-3.780, -0.575, -2.828], [-0.589, 0.607, -0.332], [0.752, -0.561, -0.055], [0.276, -0.282, -0.172], [0.181, 0.271, 0.111], [-0.111, -0.421, 0.296], [0.058, 0.053, -0.059], [-0.156, 0.779, 0.204], [0.131, 0.520, -0.422], [-0.218, -0.007, 0.379], [-0.318, -0.031, 0.050], [0.204, 0.408, -0.169], [-0.044, -0.378, 0.139], [0.649, 0.280, -0.335], [-0.021, 0.153, 0.235], [-1.320, -0.800, 0.614], [0.544, 0.310, -0.441], [0.471, -0.479, 0.630], [-0.240, 0.249, -0.694], [0.288, 0.088, 0.378], [0.096, 0.331, -0.572], [-0.417, -0.640, -0.406], [0.693, 0.145, 0.350], [0.037, 0.605, -0.020], [0.886, -0.477, 0.137], [-1.750, -0.142, -0.509], [-0.308, -0.805, 0.032], [-0.160, 0.001, -0.080], [0.399, -0.107, 0.535], [1.751, 0.243, 1.517], [0.056, -0.286, -0.077], [-0.060, 0.009, 0.000], [0.198, -0.180, 0.039], [-0.138, 0.009, 0.007], [0.171, 0.036, 0.107], [0.131, -0.192, 0.068], [-0.127, -0.101, 0.048], [0.167, 0.196, 0.089], [0.113, -0.131, -0.091], [-0.216, -0.094, -0.009], [0.277, 0.299, 0.204], [0.111, 0.093, 0.143], [-0.149, 0.094, -0.008], [-0.108, -0.137, -0.012], [0.385, 0.359, 0.407], [0.076, 0.148, 0.086], [0.238, 0.147, -0.126], [-0.141, 0.023, -0.142], [-0.391, 0.265, 0.046], [0.017, -0.265, 0.123], [0.227, 0.010, -0.142], [0.061, -0.541, -0.028], [0.031, 0.173, -0.185], [0.123, -0.148, -0.077], [0.058, 0.197, 0.152], [0.071, -0.178, 0.005], [-0.171, 0.056, -0.123], [-0.039, -0.218, 0.011], [0.047, -0.236, -0.009], [-0.097, 0.011, 0.250], [-0.215, 0.031, -0.126], [-0.077, 0.189, -0.242], [0.030, 0.093, -0.201], [-0.241, 0.004, 0.086], [0.025, -0.137, 0.197], [0.258, -0.013, 0.240], [0.104, 0.058, 0.230], [0.078, 0.242, 0.310], [-0.243, -0.053, -0.184], [0.086, -0.169, 0.028], [0.509, 0.110, 0.033], [-0.007, -0.012, -0.195], [0.021, 0.471, 0.112], [-0.137, -0.032, -0.058], [0.088, 0.239, 0.074], [-0.113, -0.232, -0.008], [0.039, 0.077, 0.043], [0.108, 0.056, -0.006], [0.055, -0.150, 0.091], [0.046, -0.013, 0.054], [0.036, 0.002, -0.016], [0.012, 0.001, 0.011], [0.034, -0.060, 0.026], [0.047, 0.018, 0.026], [-0.027, 0.072, -0.022], [-0.028, -0.032, -0.074], [-0.133, 0.004, -0.021], [-0.038, 0.031, 0.051], [-0.042, -0.004, -0.095], [-0.039, 0.073, -0.038], [-0.121, 0.050, -0.134], [0.074, -0.252, -0.134], [-0.078, 0.167, 0.104], [0.020, 0.008, -0.047], [0.139, -0.053, 0.136], [0.130, 0.090, 0.167], [0.065, 0.013, 0.053], [0.000, -0.004, 0.067], [0.006, 0.007, 0.006], [0.026, 0.048, 0.031], [0.043, -0.018, 0.011], [-0.034, -0.064, -0.064], [-0.052, -0.030, -0.026], [-0.074, 0.050, -0.110], [-0.002, 0.025, 0.001], [-0.104, 0.000, 0.004], [-0.057, -0.085, -0.051], [-0.113, 0.051, -0.055], [0.113, -0.203, -0.084], [-0.054, 0.160, 0.128], [0.012, 0.017, -0.126], [0.108, -0.132, 0.169], [0.092, 0.134, 0.070], [0.063, 0.011, 0.020], [0.007, -0.020, 0.034], [0.012, -0.002, 0.000], [0.034, 0.047, 0.046], [0.033, -0.015, 0.009], [-0.037, -0.067, -0.064], [-0.055, -0.006, 0.003], [-0.047, 0.038, -0.155], [0.005, 0.046, 0.035], [-0.097, -0.019, 0.016], [-0.044, -0.054, -0.049], [-0.018, -0.129, 0.019], [0.125, 0.131, 0.133], [-0.128, -0.080, -0.043], [0.087, 0.050, -0.094], [-0.081, 0.202, 0.023], [0.001, 0.033, -0.179], [0.011, 0.052, -0.045], [-0.018, 0.034, 0.009], [0.006, 0.008, -0.004], [-0.027, 0.022, -0.060], [0.017, 0.037, -0.013], [0.044, -0.027, 0.086], [-0.007, -0.028, 0.033], [0.060, -0.115, 0.003], [-0.005, -0.025, -0.041], [-0.066, -0.050, 0.064], [0.022, -0.013, 0.080]],
  "lowdin_charge": [-0.03, -0.07, -0.06, -0.24, -0.13, -0.18, -0.21, -0.18, -0.22, -0.23, -0.42, 1.07, -0.67, -0.03, 0.09, -0.15, 0.05, -0.09, -0.66, 0.20, 0.17, -0.36, -0.13, -0.23, -0.46, 0.90, -1.09, 0.70, -0.13, -0.15, -0.20, -0.11, -0.20, -0.19, -0.09, -0.16, -0.03, -0.35, 0.14, -0.05, 0.11, 0.12, 0.01, 0.12, 0.11, 0.14, 0.13, 0.12, 0.12, 0.08, 0.12, 0.09, 0.12, 0.12, 0.10, 0.13, 0.08, 0.07, 0.12, 0.09, 0.08, 0.14, 0.15, 0.13, 0.12, 0.11, 0.12, 0.06, 0.12, 0.07, 0.06, 0.10, 0.13, 0.12, 0.12, 0.12, 0.13, 0.13, 0.07, 0.14, 0.13, 0.12, 0.13, 0.16, 0.14, 0.15, -0.06, -0.43, -0.21, -0.20, -0.09, 0.04, 0.06, 0.08, 0.08, 0.13, 0.12, 0.11, 0.10, 0.08, 0.06, 0.07, 0.07, -0.06, -0.42, -0.21, -0.20, -0.11, 0.05, 0.06, 0.06, 0.08, 0.14, 0.12, 0.12, 0.09, 0.07, 0.08, 0.07, 0.07, -0.07, -0.43, -0.21, -0.20, -0.10, 0.04, 0.06, 0.08, 0.08, 0.13, 0.12, 0.12, 0.09, 0.08, 0.07, 0.07, 0.06, -0.07, -0.43, -0.21, -0.20, -0.11, 0.05, 0.06, 0.08, 0.08, 0.13, 0.12, 0.12, 0.09, 0.07, 0.08, 0.06, 0.06]
}


(4)
{
  "formula": "C2H3N3O4P",
  "method": "the ωB97M-V functional and the def2-TZVPD basis",
  "homo_ev": [-13.79, -14.71],
  "fmax_ha_per_bohr": 0.052,
  "charge": 1,
  "gap_ha": [0.238, 0.344],
  "energy_ev": -24057.556,
  "smiles": "C=[N+]=C=[NH+]OP12([O-])ON1O2",
  "relative_energy_kcal_mol": 0.0,
  "symbols": ["C", "N", "C", "N", "O", "P", "O", "O", "N", "O", "H", "H", "H"],
  "coordinates": [[2.852, -0.760, 0.021], [1.782, -0.092, 0.052], [0.673, 0.379, -0.013], [-0.071, 1.431, -0.087], [-1.499, 1.424, 0.033], [-2.461, 0.159, 0.018], [-3.857, 0.410, 0.075], [-1.670, -0.886, -1.070], [-0.994, -1.426, -0.058], [-1.627, -0.956, 1.010], [3.295, -1.105, 0.946], [3.343, -0.976, -0.920], [0.236, 2.399, -0.008]],
  "forces_ev_per_angstrom": [[0.850, -0.431, 0.052], [-0.337, 0.484, -0.010], [-1.240, -1.061, -0.050], [-0.111, 0.306, 0.068], [0.126, 0.378, 0.041], [2.147, -1.599, -0.078], [-0.641, 0.288, 0.011], [-1.427, 1.133, -0.233], [2.320, -0.530, -0.104], [-1.458, 1.181, 0.350], [0.020, 0.038, 0.100], [-0.070, 0.009, -0.120], [-0.180, -0.196, -0.028]],
  "lowdin_charge": [0.15, 0.12, -0.05, 0.11, -0.10, 0.63, -0.10, -0.09, 0.01, -0.09, 0.11, 0.11, 0.20]
}


It is found that the M values, taken in the order of the records, are 188.323; 157.173; 974.241; 164.037 g/mol.